<one>
DFT (ωB97M-V/def2-TZVPD) results for a cluster of 2 separate species, C4H11NO3 in total.

Positions of all 19 atoms, in Å:
N  -0.2897  0.8171  1.5165
C  0.1261  -0.6144  1.1355
C  -1.1916  -1.4159  0.8030
O  2.2255  1.6201  -0.1749
H  -1.1291  -0.0470  -2.0250
O  -1.4576  0.4308  -2.7135
H  -1.7199  -1.7196  1.8097
C  2.3363  0.3836  0.0819
H  -1.1121  -2.3830  0.3529
H  1.2623  -1.4334  -0.5523
H  0.4112  0.2838  -0.7724
C  1.1092  -0.3968  -0.0820
O  -1.9698  -0.7161  -0.1237
H  -0.3015  1.0816  2.4180
H  3.2053  -0.1440  0.3463
H  0.4024  -1.3251  2.0182
H  -1.9684  0.2826  0.2533
H  -2.0859  -0.2427  -3.1499
H  0.3995  1.5100  1.1524

Computed properties:
- SMILES string = N[C@@H](CO)CC=O.O
- orbital gap (eV) = 10.224
- lowest unoccupied orbital energy (eV) = 0.285

Here are the Löwdin charges for atoms 1 to 4, given in e: 0.0585, -0.3013, -0.2811, 0.0091

---

<two>
DFT (ωB97M-V/def2-TZVPD) results for a cluster of 4 separate species, C4H11NO3 in total.

Positions of all 19 atoms, in Å:
H  -1.9787  -0.6040  1.5222
H  -0.2642  -0.7096  -0.7342
H  -1.8352  -1.6346  -2.1816
C  -0.0796  -0.3612  0.2800
N  -0.2652  0.1308  2.4831
H  -1.0378  1.7284  0.2583
H  1.9230  0.2830  2.7927
C  1.2057  0.0193  0.6990
H  -0.0754  2.6855  0.8558
H  0.3366  0.2231  -2.7697
H  -0.5565  0.1333  3.3855
O  0.9503  -0.4438  -2.9560
C  -0.9415  -0.3663  1.4309
O  -0.8637  2.6341  0.2979
O  -1.1229  -2.3587  -2.1928
H  1.8350  -0.0518  -2.9371
H  1.9171  0.3283  -0.0342
H  -0.2514  -1.9577  -2.2375
C  1.1042  0.3217  2.0380

Computed properties:
- SMILES string = c1cc[nH]c1.O.O.O
- orbital gap (eV) = 9.131
- lowest unoccupied orbital energy (eV) = 0.556

Here are the Löwdin charges for atoms 1 to 4, given in e: 0.1087, 0.0510, 0.0807, -0.1153

---

Stability order, top to bottom: <two>, <one>

---

<one>
DFT (ωB97M-V/def2-TZVPD) results for the ion C6H11N4 with charge +1.

Positions of all 21 atoms, in Å:
N  -0.0352  -1.1666  0.5132
H  3.0606  0.0095  -0.2729
H  2.0652  1.3503  1.3572
C  1.4529  -1.2156  0.2799
H  -1.5001  2.0900  -0.6078
H  -0.5446  1.2481  -1.6731
C  1.4333  1.2690  0.3355
H  1.9007  -1.3701  1.3101
N  -1.7907  0.0003  -0.6666
H  -1.6274  -2.0952  -0.7468
H  -2.5027  1.0540  0.9874
H  -2.5601  -0.8095  1.0996
H  1.8694  -2.2061  -0.2303
C  -0.5415  0.0491  0.9868
H  -0.2344  -1.3862  -1.6363
C  -0.9765  -1.2329  -0.7152
N  1.9805  0.0066  -0.3235
C  -2.0552  0.0609  0.7676
H  1.5932  1.9623  -0.4983
N  0.0151  1.1517  0.5035
C  -1.0025  1.2303  -0.7701

Computed properties:
- SMILES string = C1C2=[N+]3CNCN2CN1C3
- orbital gap (eV) = 7.312
- total charge = +1
- lowest unoccupied orbital energy (eV) = -6.007

Here are the Löwdin charges for atoms 1 to 4, given in e: 0.0166, 0.1618, 0.1828, -0.2007

---

<two>
DFT (ωB97M-V/def2-TZVPD) results for the ion C6H11N4 with charge +1.

Positions of all 21 atoms, in Å:
H  -3.0373  -0.3169  0.3734
H  -0.2331  -3.1182  -0.6079
H  2.6404  1.0835  -1.3010
C  1.2465  -0.9844  0.4339
H  3.1822  0.7454  0.3531
H  -3.0327  2.2228  -0.1117
H  2.3241  2.0957  0.3090
H  -0.8271  -2.0303  1.3806
C  -0.1246  0.8324  0.0702
C  -0.5194  -1.5373  0.4647
H  -0.4818  2.9527  -0.5096
C  -2.2156  1.6320  0.0970
N  -2.2938  0.3118  0.2399
N  -0.8087  -2.3547  -0.6066
H  1.6547  -1.2904  1.3616
C  -0.8730  1.9307  -0.0927
H  1.6594  -1.5910  -0.4940
N  1.1490  0.4044  0.0873
H  -0.8182  -1.9170  -1.5219
N  -0.9957  -0.1930  0.2797
C  2.4049  1.1216  -0.2049

Computed properties:
- SMILES string = C[N+]1=C2C=CNN2[C@@H](N)C1
- orbital gap (eV) = 9.630
- total charge = +1
- lowest unoccupied orbital energy (eV) = -3.077

Here are the Löwdin charges for atoms 1 to 4, given in e: 0.1704, 0.0589, 0.1207, 0.0038

---

<three>
DFT (ωB97M-V/def2-TZVPD) results for the ion C6H11N4 with charge +1.

Positions of all 21 atoms, in Å:
H  1.1268  1.4453  -2.2598
H  -2.6497  -1.4698  0.9233
C  -1.7389  -1.7115  1.4064
N  0.2776  1.1958  -1.8937
C  1.5899  0.5778  0.2147
H  -0.3658  0.8373  -2.5375
H  -1.7975  -0.5138  -1.8482
N  -1.8534  -0.0805  -0.9546
H  -1.7211  -1.6168  2.4648
N  -0.6882  -0.1983  -0.2003
C  2.8571  1.3756  -0.3016
H  -1.4662  -2.7198  1.1737
H  3.7165  0.9078  0.2814
C  0.4899  -0.7410  1.7519
H  -2.6105  -0.4884  -0.4304
C  0.4643  0.5548  -0.6865
H  2.7434  2.4218  -0.0115
C  -0.6381  -0.8325  0.9764
H  0.6640  -1.3723  2.7348
H  3.0954  1.1299  -1.3046
N  1.5908  -0.0385  1.3428

Computed properties:
- SMILES string = Cc1ncc(C)n(N)c1=[NH2+]
- orbital gap (eV) = 8.836
- total charge = +1
- lowest unoccupied orbital energy (eV) = -4.388

Here are the Löwdin charges for atoms 1 to 4, given in e: 0.0745, 0.0673, 0.0197, 0.2179

---

Stability order, top to bottom: <three>, <two>, <one>

---

<one>
DFT (ωB97M-V/def2-TZVPD) results for a structure of composition C6H11N4.

Positions of all 21 atoms, in Å:
C  0.1423  -0.7972  -0.1697
H  -1.8324  0.4664  1.6055
C  -1.1728  1.5221  -0.8301
H  -0.8732  -2.2880  -0.7647
H  -0.8116  2.3479  0.0258
H  4.6553  -0.2761  0.0768
H  -3.2064  0.0944  0.5315
H  -0.3382  1.5873  -1.4657
H  2.8741  -2.0293  -0.5018
C  2.6869  -1.0026  -0.1738
H  -2.1700  -1.3341  1.0871
N  -1.5026  0.1945  -0.3397
C  3.5818  -0.0086  0.0864
C  2.8604  1.1716  0.3030
N  0.0059  -2.0822  -0.3370
N  1.3804  -0.3099  -0.0211
H  0.6900  -2.7628  0.0318
H  3.3097  2.1837  0.4629
N  1.5607  0.9968  0.2124
C  -2.2079  -0.1819  0.8132
H  -2.1620  2.0153  -1.1665

Computed properties:
- orbital gap (eV) = 8.610
- total charge = +1
- lowest unoccupied orbital energy (eV) = -4.520

Here are the Löwdin charges for atoms 1 to 4, given in e: -0.0737, 0.0901, -0.1329, 0.1298

---

<two>
DFT (ωB97M-V/def2-TZVPD) results for a structure of composition C6H11N4.

Positions of all 21 atoms, in Å:
H  1.7743  -1.8108  -0.0986
N  -0.6790  -0.3315  -0.4830
H  -2.9061  2.0782  -0.4930
H  1.1557  0.0073  2.0222
H  2.8323  0.0921  1.8643
C  1.7834  0.6958  0.1397
H  -0.8146  1.5987  -1.3771
H  1.2294  0.4371  -1.9920
N  -2.4174  -0.9956  0.8886
C  -1.2927  -1.2597  0.3733
C  -2.4888  1.2016  -0.1966
H  -0.7961  -2.1600  0.6638
N  1.6356  -1.3815  -1.0076
C  1.2043  -0.1351  -1.0139
H  2.7362  0.9403  -0.3151
H  -3.8212  0.2429  1.3945
N  1.9272  -0.1224  1.3774
H  1.2990  1.6210  0.3404
C  -2.9740  0.2384  0.6696
H  1.8796  -1.7598  -1.9084
C  -1.2673  0.8031  -0.8484

Computed properties:
- orbital gap (eV) = 9.805
- total charge = +1
- lowest unoccupied orbital energy (eV) = -3.896

Here are the Löwdin charges for atoms 1 to 4, given in e: 0.1120, 0.0686, 0.0815, 0.0744

---

Stability order, top to bottom: <two>, <one>